(1)
Below is 2 unconnected molecules or ions with the total composition C7H10N at a distorted geometry, with properties calculated with ωB97M-V/def2-TZVPD.

Geometry as XYZ:
```
18
Properties=species:S:1:pos:R:3:mulliken_charge:R:1
C -3.790 0.329 -0.256 0.086
C -3.137 -0.903 -0.079 -0.297
C 1.142 1.157 0.162 -0.771
C 1.702 0.208 -0.909 -0.624
C 0.126 0.299 0.918 -0.087
C 1.478 -1.197 -0.332 -0.574
C 0.445 -1.049 0.667 -0.044
N -2.512 0.333 -0.061 -0.170
H -4.596 1.008 -0.410 0.364
H 1.924 1.479 0.853 0.317
H 0.699 2.048 -0.274 0.372
H 1.146 0.309 -1.841 0.316
H 2.749 0.407 -1.123 0.358
H -0.110 0.583 1.945 0.496
H -0.911 0.407 0.428 0.115
H 1.298 -1.981 -1.069 0.395
H 2.368 -1.543 0.221 0.318
H -0.020 -1.895 1.160 0.431
```

For the HOMO energy, the calculation gives -0.5196 Ha. The total energy comes out at -8898.6465 eV. The total charge is +1. For the energy relative to the best compared isomer or geometry (same formula, charge and spin), the calculation gives 4.9467 eV. The value obtained for the orbital gap is 8.46 eV.


(2)
Below is a gas-phase ion, C7H10N (charge +1) at a distorted geometry, with properties calculated with ωB97M-V/def2-TZVPD.

Geometry as XYZ:
```
18
Properties=species:S:1:pos:R:3:lowdin_spin:R:1
C -1.367 -0.250 1.507 0.228
C -1.599 -1.388 2.036 1.604
C -1.653 1.054 0.906 0.052
C 1.006 0.576 0.895 0.002
C 0.556 -0.114 -0.409 0.002
C 0.542 0.518 -1.784 0.002
C 0.570 -1.576 -0.353 0.016
N -0.417 0.410 0.647 0.076
H -2.247 1.102 -0.056 -0.001
H -1.607 2.017 1.475 0.001
H 1.413 -0.105 1.599 0.002
H 1.383 1.571 0.831 0.001
H -0.174 0.156 -2.455 0.000
H 1.570 0.413 -1.943 0.000
H 0.382 1.547 -1.821 0.000
H -0.322 -1.838 -0.862 0.000
H 0.605 -2.110 0.676 0.012
H 1.360 -1.981 -0.891 0.001
```

For the HOMO energy (alpha / beta), the calculation gives -0.5049 / -0.5546 Ha. The total energy comes out at -8895.1831 eV. The total charge is +1. For the energy relative to the best compared isomer or geometry (same formula, charge and spin), the calculation gives 3.2161 eV. The value obtained for the orbital gap (alpha / beta) is 10.43 / 7.87 eV. The multiplicity is 3.


(3)
Below is C7H10N2 in the gas phase at a distorted geometry, with properties calculated with ωB97M-V/def2-TZVPD.

Geometry as XYZ:
```
19
Properties=species:S:1:pos:R:3:mulliken_charge:R:1
C 1.819 0.349 2.364 -0.771
C 1.248 0.951 1.267 -0.028
C -0.440 1.078 -0.793 -0.399
C -1.812 0.288 -0.623 -0.614
C -0.828 -0.947 -1.063 -0.450
C -0.150 0.172 -1.939 -0.501
C 0.074 -0.968 0.151 0.391
H 1.929 -0.741 2.564 0.276
H 2.323 1.021 3.141 0.206
H 1.348 1.987 1.157 0.318
H -0.354 2.168 -0.877 0.405
H -2.553 0.488 -1.394 0.325
H -2.166 0.124 0.436 0.321
H -1.341 -1.923 -1.361 0.386
H 0.956 -0.069 -2.135 0.291
H -0.710 0.377 -2.922 0.313
H -0.048 -2.873 0.758 0.219
N 0.453 0.420 0.232 0.043
N 0.254 -1.902 1.037 -0.731
```

For the HOMO energy, the calculation gives -0.2906 Ha. The structure (SMILES) is [H]/N=C1\[C@H]2C[C@H](C2)N1C=C. The total energy comes out at -10398.4289 eV. The total charge is 0. For the energy relative to the best compared isomer or geometry (same formula, charge and spin), the calculation gives 3.1822 eV. The value obtained for the orbital gap is 8.82 eV.


(4)
Below is C7H10N2 in the gas phase at a distorted geometry, with properties calculated with ωB97M-V/def2-TZVPD.

Geometry as XYZ:
```
19
Properties=species:S:1:pos:R:3:mulliken_charge:R:1
C -0.206 0.505 -2.150 -0.268
C -1.103 -0.308 -1.420 -0.688
C 0.846 1.072 -1.432 -0.594
C -0.825 -0.882 -0.217 0.808
C 0.962 0.667 -0.088 1.181
C -1.691 -1.796 0.583 -1.304
C 1.714 1.434 0.923 -1.520
N 0.356 -1.011 1.998 -0.580
N 0.248 -0.323 0.383 -0.090
H -0.585 0.826 -3.168 0.311
H -1.952 -0.699 -2.010 0.276
H 1.425 1.962 -1.679 0.351
H -1.194 -2.782 0.815 0.287
H -1.903 -1.381 1.548 0.389
H -2.608 -2.100 0.064 0.356
H 1.239 2.399 0.995 0.315
H 1.710 0.936 1.835 0.311
H 2.665 1.787 0.577 0.390
H 0.904 -0.303 2.442 0.068
```

For the HOMO energy (alpha / beta), the calculation gives -0.2710 / -0.2710 Ha. The total energy comes out at -10397.3936 eV. The total charge is 0. For the energy relative to the best compared isomer or geometry (same formula, charge and spin), the calculation gives 4.2175 eV. The value obtained for the orbital gap (alpha / beta) is 7.93 / 7.93 eV.


(5)
Below is C7H10N2 in the gas phase at a distorted geometry, with properties calculated with ωB97M-V/def2-TZVPD.

Geometry as XYZ:
```
19
Properties=species:S:1:pos:R:3:mulliken_charge:R:1
C -0.333 -0.398 -1.065 -0.775
C -1.626 -1.111 -0.560 -0.237
C -0.390 -0.031 1.262 -0.211
C 1.103 1.451 -0.089 -0.593
C -0.245 0.819 -0.076 -0.049
C -1.562 -0.872 0.933 -0.780
C 2.297 0.736 0.331 -0.072
N 3.501 -1.263 -0.130 -0.886
N 2.794 -0.332 -0.035 0.633
H 0.572 -1.082 -1.022 0.258
H -0.495 0.056 -2.025 0.418
H -2.506 -0.480 -0.972 0.217
H -1.746 -2.250 -0.821 0.299
H 0.560 -0.595 1.279 0.230
H -0.441 0.598 2.328 0.244
H 1.206 1.741 -1.112 0.409
H 1.024 2.440 0.571 0.276
H -1.211 1.474 -0.288 0.312
H -2.503 -0.901 1.491 0.307
```

For the HOMO energy (alpha / beta), the calculation gives -0.2825 / -0.3327 Ha. The total energy comes out at -10394.8877 eV. The total charge is 0. For the energy relative to the best compared isomer or geometry (same formula, charge and spin), the calculation gives 6.7234 eV. The value obtained for the orbital gap (alpha / beta) is 6.54 / 9.62 eV.


(6)
Below is C7H10N2O2S in the gas phase at a distorted geometry, with properties calculated with ωB97M-V/def2-TZVPD.

Geometry as XYZ:
```
22
Properties=species:S:1:pos:R:3:mulliken_charge:R:1
C -2.221 1.547 0.701 0.207
C -0.003 1.777 -0.780 -0.843
C -0.884 1.115 -1.475 0.629
C -1.358 0.730 -0.075 0.398
C -1.750 0.746 -2.657 -1.280
C 2.724 -1.858 1.353 -1.036
C -1.023 -0.632 0.516 -0.802
N -2.803 2.141 1.506 -0.533
N 0.114 -0.612 1.443 -0.370
O 2.445 0.779 0.938 -0.612
O 1.678 -0.817 -0.730 -0.577
S 1.772 -0.461 0.660 1.100
H 0.802 2.195 -0.286 0.574
H -2.705 0.322 -2.231 0.328
H -1.195 -0.060 -3.110 0.326
H -1.730 1.636 -3.194 0.401
H 2.678 -1.901 2.482 0.318
H 2.341 -2.808 0.965 0.308
H 3.668 -1.687 1.067 0.408
H -1.828 -1.073 1.240 0.387
H -0.876 -1.225 -0.412 0.340
H 0.156 0.145 2.079 0.330
```

For the HOMO energy, the calculation gives -0.3253 Ha. The structure (SMILES) is CC1=C[C@]1(C#N)CNS(C)(=O)=O. The total energy comes out at -25326.1195 eV. The total charge is 0. For the energy relative to the best compared isomer or geometry (same formula, charge and spin), the calculation gives 6.0198 eV. The value obtained for the orbital gap is 9.35 eV.


(7)
Below is C7H10N2O4 in the gas phase at a distorted geometry, with properties calculated with ωB97M-V/def2-TZVPD.

Geometry as XYZ:
```
23
Properties=species:S:1:pos:R:3:mulliken_charge:R:1
C 0.894 1.201 -1.680 -0.143
C 0.166 -1.740 -2.713 0.576
C -1.486 0.743 0.256 -1.025
C 0.960 1.035 1.043 -1.480
C -0.136 -1.211 1.023 -1.007
C 0.605 -0.079 -1.060 0.385
C -0.058 0.107 0.295 1.413
N 0.983 2.270 -2.133 -0.495
N 0.199 -2.425 -3.620 -0.529
O -2.397 -0.189 -0.318 -0.513
O 0.807 0.949 2.397 -0.543
O 0.981 -2.077 0.729 -0.580
O -0.250 -0.837 -1.899 -0.328
H -1.669 0.932 1.361 0.265
H -1.557 1.598 -0.399 0.483
H 1.882 0.606 0.853 0.625
H 0.957 2.034 0.660 0.494
H -0.120 -1.038 2.170 0.318
H -1.134 -1.706 0.789 0.423
H 1.589 -0.642 -0.971 0.540
H -3.113 0.446 -0.654 0.365
H 0.125 1.656 2.753 0.394
H 1.770 -1.633 1.118 0.361
```

For the HOMO energy, the calculation gives -0.3984 Ha. The structure (SMILES) is N#CO[C@@H](C#N)C(CO)(CO)CO. The total energy comes out at -18587.5962 eV. The total charge is 0. For the energy relative to the best compared isomer or geometry (same formula, charge and spin), the calculation gives 3.5883 eV. The value obtained for the orbital gap is 10.92 eV.


(8)
Below is C7H10N2O4 in the gas phase at a distorted geometry, with properties calculated with ωB97M-V/def2-TZVPD.

Geometry as XYZ:
```
23
Properties=species:S:1:pos:R:3:mulliken_charge:R:1
C 0.900 -0.583 -1.532 -0.461
C -0.200 -1.315 -1.223 -1.156
C 0.513 0.941 0.290 -1.057
C 1.344 0.594 -0.684 0.822
C 2.719 1.085 -0.810 0.482
C -0.818 0.352 0.524 0.627
C -0.772 -1.083 0.097 1.005
N -1.812 1.003 -0.372 -0.634
N -2.129 -1.551 0.085 -0.683
O 3.258 1.798 0.244 -0.476
O 3.449 0.889 -1.770 -0.550
O -1.133 0.234 1.917 -0.542
O 0.083 -1.784 1.012 -0.578
H 1.539 -0.588 -2.476 0.355
H -0.541 -2.104 -1.852 0.350
H 0.800 1.657 1.060 0.146
H -1.809 1.892 0.118 0.317
H 2.642 1.838 1.003 0.316
H -2.544 -1.425 1.065 0.257
H -2.145 -2.480 -0.300 0.303
H -2.741 0.672 -0.369 0.307
H -0.994 1.049 2.378 0.377
H 0.390 -1.090 1.597 0.469
```

For the HOMO energy, the calculation gives -0.3443 Ha. The structure (SMILES) is N[C@]1(O)C=C(C(=O)O)C=C[C@@]1(N)O. The total energy comes out at -18589.7357 eV. The total charge is 0. For the energy relative to the best compared isomer or geometry (same formula, charge and spin), the calculation gives 1.4489 eV. The value obtained for the orbital gap is 8.93 eV.


(9)
Below is C7H10N2OS2 in the gas phase at a distorted geometry, with properties calculated with ωB97M-V/def2-TZVPD.

Geometry as XYZ:
```
22
Properties=species:S:1:pos:R:3:mulliken_charge:R:1
C 0.989 0.026 0.369 0.149
C 1.711 1.302 0.109 0.385
C 1.895 -1.069 0.743 0.299
C 1.402 2.461 -0.316 -1.233
C -0.340 -0.017 0.325 0.513
C -0.283 -2.537 -0.833 -0.999
C -2.921 0.631 1.189 -0.829
N 3.039 0.930 0.404 -0.320
N 3.122 -0.567 0.509 -0.122
O 1.739 -2.249 1.008 -0.675
S -1.264 -1.527 0.330 -0.094
S -1.389 1.340 0.577 -0.056
H 2.115 3.161 -0.628 0.314
H 0.414 2.741 -0.749 0.199
H -1.133 -3.056 -1.309 0.344
H 0.396 -3.267 -0.617 0.357
H 0.180 -1.773 -1.369 0.355
H -3.457 1.503 1.777 0.293
H -2.566 -0.359 1.628 0.280
H -3.479 0.311 0.300 0.317
H 3.790 1.326 -0.141 0.262
H 4.051 -0.950 0.725 0.260
```

For the HOMO energy, the calculation gives -0.2847 Ha. The structure (SMILES) is C=c1[nH][nH]c(=O)c1=C(SC)SC. The total energy comes out at -34115.7787 eV. The total charge is 0. For the energy relative to the best compared isomer or geometry (same formula, charge and spin), the calculation gives 3.0089 eV. The value obtained for the orbital gap is 7.86 eV.


(10)
Below is 2 unconnected molecules or ions with the total composition C7H10N3S at a distorted geometry, with properties calculated with ωB97M-V/def2-TZVPD.

Geometry as XYZ:
```
21
Properties=species:S:1:pos:R:3:mulliken_charge:R:1
C -2.659 0.912 -0.379 -0.549
C -3.032 -0.469 0.001 -0.157
C -1.322 1.230 -0.534 -0.483
C -2.134 -1.516 0.135 -0.638
C -0.391 0.173 -0.618 0.353
C -0.749 -1.178 -0.152 0.723
C 1.706 -0.623 -0.981 -0.083
N 0.848 0.390 -0.953 -0.242
N 2.946 -0.703 -0.520 -0.345
N 1.597 1.367 1.408 -0.642
S 0.581 -2.179 0.044 -0.128
H -3.360 1.718 -0.208 0.412
H -3.985 -0.601 0.373 0.427
H -1.071 2.255 -0.847 0.405
H -2.285 -2.330 0.883 0.325
H 1.704 -1.006 -1.964 0.484
H 3.383 -0.481 0.358 0.220
H 3.497 -1.346 -1.120 0.257
H 2.550 1.479 1.787 0.226
H 1.121 0.645 1.935 0.228
H 1.054 2.264 1.352 0.210
```

For the HOMO energy (alpha / beta), the calculation gives -0.4753 / -0.4753 Ha. The total energy comes out at -22717.7032 eV. The total charge is +1. For the energy relative to the best compared isomer or geometry (same formula, charge and spin), the calculation gives 1.5396 eV. The value obtained for the orbital gap (alpha / beta) is 6.75 / 6.76 eV.


> What is the energy relative to the best compared isomer or geometry (same formula, charge and spin) in the seventh record?

3.5883 eV


> Which of these has the lowest energy relative to the best compared isomer or geometry (same formula, charge and spin)?

number 8


> Which value of total charge does entry 3 give?

0